(1)
Entry from the OMol25 dataset: an isolated molecule of C18H16N4O (ωB97M-V with the def2-TZVPD basis set).

Each line ends with the Mulliken charge.
Atoms and positions in Å:
C 3.114958 1.562652 -2.225647  -1.2599
C 2.141860 1.450767 -1.117391  0.2664
N 0.919937 1.122465 -1.296449  -1.0653
N 0.257005 1.170423 -0.093247  0.9140
C -1.052431 0.753474 -0.044278  0.6080
N -1.780372 0.628961 1.022474  -0.7018
C -2.992918 0.167542 0.571249  0.4305
C -4.150283 -0.141265 1.274451  -0.7182
C -5.236199 -0.594140 0.552888  -0.4528
C -5.187225 -0.741627 -0.833530  -0.4463
C -4.046124 -0.441046 -1.553299  -0.9169
C -2.954212 0.013610 -0.836264  0.5879
N -1.688677 0.402032 -1.203942  0.0148
C 1.062207 1.611859 0.947032  -0.1779
O 0.726588 1.835094 2.075849  -0.5663
C 2.451002 1.726513 0.326200  0.4325
C 3.375346 0.656114 0.953743  -1.3416
C 2.885278 -0.728273 0.618112  0.3179
C 3.499697 -1.477852 -0.376346  -0.2436
C 3.005783 -2.720677 -0.732103  -0.6764
C 1.885648 -3.228887 -0.098476  -0.4231
C 1.276602 -2.497545 0.907208  -0.6941
C 1.776588 -1.259493 1.268266  -0.1103
H 2.677688 1.183371 -3.144321  0.3271
H 3.391501 2.607823 -2.366836  0.3021
H 4.020591 1.006514 -1.994851  0.3260
H -4.184587 -0.025962 2.345339  0.4523
H -6.150992 -0.842369 1.070654  0.3743
H -6.062168 -1.099126 -1.356034  0.3707
H -4.008638 -0.554978 -2.626488  0.3925
H -1.271684 0.417089 -2.118882  0.1860
H 2.876784 2.718211 0.492206  0.5696
H 3.371061 0.807808 2.035105  0.4421
H 4.391734 0.799894 0.582078  0.5010
H 4.379294 -1.093377 -0.874172  0.3566
H 3.495951 -3.290352 -1.508087  0.3850
H 1.493090 -4.194091 -0.382120  0.3948
H 0.407404 -2.888933 1.414220  0.4359
H 1.296544 -0.703759 2.059626  0.4068

Forces on the atoms, in the same order (eV/Å):
-0.0898 -0.0235 -0.0718
-0.2133 0.0894 0.3558
0.2975 -0.0501 -0.8275
0.1725 0.1744 0.4053
-0.5977 -0.2449 0.0031
0.6499 0.2552 0.3595
-0.1651 -0.1511 -0.7931
0.1229 0.0306 -0.0916
-0.1370 -0.0394 0.1019
-0.0573 -0.0342 -0.0972
0.0723 0.0056 -0.1388
-0.4378 -0.0685 0.5932
0.3407 0.1248 -0.0699
0.0256 0.2951 0.1096
0.1229 -0.0277 0.1430
-0.0345 -0.0683 0.0229
-0.1000 0.0119 -0.0650
0.1551 -0.0516 0.0821
0.0155 0.0160 0.0189
0.0207 -0.0644 -0.0926
-0.0248 -0.0823 -0.0297
-0.0724 -0.0382 0.0135
0.0199 -0.0332 0.0121
0.0135 -0.0262 -0.0807
0.0588 0.0510 -0.0286
0.0953 -0.0426 -0.0242
-0.0056 0.0183 0.1415
-0.0691 -0.0172 0.0456
-0.0595 -0.0247 -0.0444
-0.0362 -0.0239 -0.1012
0.0136 -0.0039 0.0634
-0.1085 0.0155 0.0054
0.0649 0.0711 -0.0408
-0.0106 -0.0012 0.0658
0.0866 0.0580 -0.0353
0.0361 -0.0512 -0.0573
-0.0268 -0.0800 -0.0149
-0.0765 -0.0374 0.0484
-0.0620 0.0688 0.1135

Values from the calculation:
SMILES: CC1=NN(c2nc3ccccc3[nH]2)C(=O)[C@H]1Cc1ccccc1
ΔE to the lowest compared entry with this formula, charge and spin: 0.315 eV

***

(2)
Entry from the OMol25 dataset: a structure of composition C5H14NO2 at a distorted geometry (ωB97M-V with the def2-TZVPD basis set).

Each line ends with the Mulliken charge.
Atoms and positions in Å:
C -2.435780 -0.851723 -0.513060  -1.1798
C -1.774265 -0.516325 0.836368  -0.4683
N -0.354882 -0.787252 1.049388  -0.4472
C 0.585536 1.441884 1.361631  -1.8193
C 0.603405 0.189293 0.452731  0.4405
C 0.509788 0.578884 -1.015525  -0.1106
O 1.325108 -0.253606 -1.848804  -0.8154
H -3.460271 -1.165454 -0.353813  0.3588
H -1.805663 -1.609644 -0.994040  0.3118
H -2.249859 -0.091367 -1.277590  0.3305
H -2.308208 -1.087428 1.605458  0.3744
H -1.943675 0.530689 1.042093  0.2518
H -0.184725 -1.683235 0.634463  0.2845
H 0.208446 1.219917 2.360304  0.4579
H 1.595781 1.851255 1.401608  0.4217
H -0.114522 2.223706 1.037836  0.3486
H 1.551884 -0.316157 0.608896  0.3680
H -0.500310 0.430902 -1.425917  -0.1893
H 0.885455 1.588932 -1.210803  0.3000
H 2.410184 -0.527521 -1.220248  0.4261
H 3.956266 -0.331775 -1.606615  0.2203
O 3.500309 -0.833977 -0.924363  -0.8650

Forces on the atoms, in the same order (eV/Å):
1.8301 -0.1799 -0.4118
-0.2192 0.0048 0.3094
-0.4411 0.4420 -1.0281
-0.3592 0.0689 -0.1090
-0.4739 0.4144 1.5859
1.1666 -1.7972 -2.0875
-0.7089 0.1959 1.0896
-0.1917 0.0394 -0.4318
-0.5185 -0.7365 0.3063
-0.9601 0.4311 0.4062
-0.0736 0.1070 0.0110
-0.0938 0.4265 0.2930
0.3913 -0.5599 -0.2149
0.4549 -0.3551 0.1878
-0.1273 0.2091 0.1044
0.2546 -0.0341 -0.4617
0.2916 0.1961 -0.1803
-0.0254 0.7754 0.4667
-0.4995 0.5297 0.5723
0.4589 -0.4289 -0.6623
0.1526 -0.0731 0.0560
-0.3086 0.3246 0.1988

Values from the calculation:
charge: -1
ΔE to the lowest compared entry with this formula, charge and spin: 1.021 eV

***

(3)
Entry from the OMol25 dataset: a cluster of 8 separate species, C49H69FN2O28 in total at a distorted geometry (ωB97M-V with the def2-TZVPD basis set).

Each line ends with the Mulliken charge.
Atoms and positions in Å:
C -0.325469 6.990705 0.614584  -0.6786
C -1.080886 6.252516 -0.256122  -0.2398
C -0.978312 6.562586 -1.784158  0.6535
O -1.925806 7.067365 -2.316265  -0.4714
O 0.225821 6.273319 -2.404956  -0.3133
C 0.055546 5.485187 -3.610157  -0.1196
C 0.313154 3.973379 -3.247096  -0.6308
C 1.836721 3.565498 -3.272367  -0.6783
C 2.631968 3.899172 -1.937906  -0.5472
C 3.604282 2.686630 -1.623405  -0.8950
C 3.331569 1.978331 -0.222214  -0.8186
C 2.027679 1.102402 -0.197517  0.7007
N 0.810996 1.935445 -0.321576  -0.3184
C 0.635589 2.682540 0.642127  0.6395
O 0.466661 3.416291 1.507798  -0.4854
O 2.020771 0.394560 -1.482129  -0.4383
C 2.089519 -1.002803 -1.457272  -0.5652
O 2.531903 -1.742232 -2.277170  -0.6702
C 1.415010 -1.355210 -0.084071  1.8740
C -0.149037 -1.241559 -0.422735  0.0365
C -0.599134 -2.201262 -1.605209  -0.7444
O -1.783232 -2.906256 -1.132158  -0.4865
C 1.579957 -2.810590 0.505837  -1.4457
O 1.121779 -2.895860 1.866611  -0.2918
C -0.140451 -3.596510 1.996669  -0.3378
C -1.019154 -2.772817 3.036390  1.1356
C -2.472645 -2.436697 2.527552  -1.4007
C 1.967652 -0.154913 0.790506  1.3998
F 0.925545 -0.070039 1.793203  -0.5553
C 3.221564 -0.436767 1.697041  -0.8239
C 3.224687 0.478969 3.014287  -0.7755
C 2.780441 -0.445173 4.212177  0.3383
C 2.414341 0.311164 5.545382  -0.9562
N 1.753219 -0.686660 6.430833  0.2261
C 0.424840 -1.019248 6.163475  -0.4825
C -0.021349 -2.043725 7.108368  -0.1101
C 1.190765 -2.262712 7.958640  -0.1261
C 2.268963 -1.407145 7.499755  -0.4515
H 0.749210 7.261932 0.419782  0.2425
H -0.740474 7.373629 1.586532  0.2600
H -1.745808 5.453106 0.148246  0.3553
H -0.958429 5.578872 -4.076678  -0.0609
H 0.811714 5.803833 -4.370891  0.3584
H -0.190900 3.364051 -4.058867  0.3736
H -0.145037 3.648253 -2.278252  0.0909
H 2.360456 4.104774 -4.118651  0.5101
H 1.896492 2.473590 -3.554510  0.2050
H 1.985144 4.216829 -1.083752  0.1621
H 3.282802 4.791044 -2.181945  0.6472
H 3.679561 1.957748 -2.471895  0.2089
H 4.641582 3.129750 -1.521902  0.4938
H 3.329380 2.818903 0.536374  0.3396
H 4.273096 1.398390 0.001819  0.4739
H -0.430261 -0.196609 -0.754138  0.4940
H -0.737622 -1.406454 0.521488  -0.7033
H 0.181885 -2.954198 -1.894372  0.3081
H -0.888436 -1.656167 -2.540229  0.2563
H -2.522821 -2.345917 -1.424674  0.2649
H 1.177924 -3.620868 -0.149223  0.4494
H 2.699012 -2.993467 0.569757  0.2771
H 0.087914 -4.580478 2.507556  0.2204
H -0.666595 -3.804143 1.031492  0.2015
H -1.135281 -3.363510 4.002869  0.3547
H -0.543941 -1.795499 3.332173  -0.7603
H -3.069198 -3.329079 2.200403  0.2690
H -3.031773 -2.008530 3.413826  0.3918
H -2.503925 -1.618200 1.749850  0.2736
H 3.206017 -1.499012 2.079213  0.4790
H 4.200026 -0.350759 1.142081  0.3177
H 2.616799 1.410561 2.889584  0.2679
H 4.315710 0.729896 3.180877  0.3823
H 1.848864 -0.984972 3.872769  -0.1962
H 3.548205 -1.235820 4.410882  0.1950
H 1.801009 1.234494 5.408166  0.2855
H 3.395369 0.574897 6.042997  0.2977
H -0.168906 -0.585978 5.332059  0.3409
H -1.017418 -2.529209 7.133338  0.3371
H 1.187219 -3.019719 8.777594  -0.0892
H 3.303496 -1.351808 7.895996  0.3289
O -2.413384 -3.458980 5.437114  -0.4402
C -2.925180 -4.210668 6.208132  0.5502
O -3.345703 -3.860448 7.452759  -0.3551
C -4.095342 -4.956223 7.971446  -0.3551
C -3.561442 -6.121000 7.191332  -0.0442
O -3.158765 -5.523640 5.958791  -0.3520
H -3.936880 -5.063914 9.043347  0.2591
H -5.157851 -4.777957 7.785955  0.3043
H -2.690400 -6.574980 7.662986  0.0637
H -4.314059 -6.890422 7.022711  0.3063
O 9.381875 -0.584468 -2.980089  -0.5437
C 8.222365 -0.829232 -2.870786  0.5966
O 7.276003 -0.492011 -3.790381  -0.3235
C 6.068987 -1.152458 -3.410693  -0.2831
C 6.253630 -1.378379 -1.940539  0.1204
O 7.670016 -1.481599 -1.811693  -0.3798
H 5.201784 -0.531556 -3.631304  0.2823
H 5.987622 -2.086674 -3.970586  0.2283
H 5.902743 -0.533868 -1.339954  0.0304
H 5.762574 -2.287257 -1.595199  0.2748
O -5.213782 -1.159217 -0.655504  -0.5149
C -5.282880 -1.121451 -1.842055  0.6160
O -6.428136 -0.907713 -2.541251  -0.3447
C -6.062388 -0.707593 -3.905623  -0.1336
C -4.735059 -1.403873 -4.003046  -0.3448
O -4.218481 -1.287936 -2.678236  -0.2414
H -6.808058 -1.135158 -4.574544  0.1382
H -5.987307 0.365311 -4.097505  0.1713
H -4.833847 -2.463081 -4.252531  0.2869
H -4.068123 -0.932198 -4.723719  0.3078
O -2.418426 -7.026927 9.947217  -0.5238
C -1.362562 -6.512529 10.158292  0.5908
O -0.829940 -6.326560 11.393281  -0.3418
C 0.518256 -5.897124 11.213097  -0.3662
C 0.496916 -5.299118 9.833907  -0.1589
O -0.539214 -6.034604 9.188198  -0.2858
H 0.801572 -5.174988 11.977769  0.3089
H 1.177789 -6.765737 11.283586  0.2501
H 0.227732 -4.239531 9.839661  0.1906
H 1.444396 -5.419752 9.310227  0.3864
O -3.783080 6.489894 -8.161556  -0.5233
C -3.531647 7.046008 -7.139988  0.6116
O -4.292171 6.968578 -6.014785  -0.3476
C -3.547972 7.574279 -4.958860  0.0237
C -2.615830 8.496148 -5.690396  -0.3569
O -2.444308 7.842501 -6.945446  -0.3366
H -4.208327 8.104538 -4.273992  0.3283
H -3.018734 6.795729 -4.408298  0.0336
H -3.051812 9.483755 -5.862820  0.2869
H -1.661102 8.615622 -5.179189  0.2793
O -8.592165 -1.069985 -6.803859  -0.5246
C -8.881469 0.012718 -6.403753  0.6717
O -7.979609 0.935221 -5.967785  -0.2963
C -8.683455 2.162897 -5.792383  -0.2947
C -10.102061 1.709171 -5.589925  -0.3293
O -10.151905 0.487721 -6.320919  -0.3211
H -8.294925 2.714831 -4.937144  0.2898
H -8.561537 2.771094 -6.691982  0.2602
H -10.330425 1.502785 -4.541116  0.2692
H -10.828435 2.423230 -5.976020  0.2985
O 4.671966 -2.203034 -8.263293  -0.5228
C 5.710306 -1.690134 -7.993681  0.5627
O 6.200939 -1.563031 -6.729163  -0.2305
C 7.547784 -1.111307 -6.842079  -0.1725
C 7.567775 -0.443280 -8.187233  -0.3675
O 6.563821 -1.152999 -8.908455  -0.3293
H 7.796691 -0.428219 -6.033495  0.2487
H 8.215311 -1.975818 -6.794655  0.2303
H 7.286828 0.611876 -8.135300  0.2691
H 8.534961 -0.527314 -8.681494  0.3084

Forces on the atoms, in the same order (eV/Å):
-0.0916 -0.2019 -0.1306
1.4845 0.7193 0.3805
0.7904 -1.0437 1.3440
0.3509 -0.3421 -0.2176
-1.4513 0.1252 0.1597
0.2646 -1.3676 -0.3577
0.3404 -0.3181 -1.2221
-0.4220 0.3600 0.0004
0.7569 -0.2952 -1.4040
0.5756 0.7522 1.0129
0.8305 0.6217 -0.4389
0.3000 -1.2980 -1.6017
0.6958 -0.0375 1.7048
0.1802 -0.9887 -1.0919
-0.3839 0.7530 0.7351
1.2538 -0.7217 -1.2401
-0.8958 0.2282 3.2411
0.0530 0.8826 -0.5742
-0.6058 -0.1029 -1.1960
0.0571 1.2928 -0.4217
-0.4851 -0.2691 0.8579
0.4395 0.5575 -0.9399
2.4835 0.4842 0.5330
-0.5075 -0.3555 -2.0105
-0.3364 0.0789 2.0305
-0.7677 -0.4527 -0.0135
-0.2516 0.5938 0.8548
-1.4895 -1.6192 1.9879
0.6002 1.2838 -0.9103
0.3959 -0.0073 0.0398
1.2602 -1.1290 -0.2150
-1.3568 0.6797 -0.5081
1.8230 -1.1942 0.2104
-1.1581 0.5441 -0.4117
-0.7398 -2.2658 2.1237
3.3682 2.1482 -0.7642
-0.5273 0.7622 -1.3707
-2.5091 -1.5487 0.5218
-1.5430 0.6481 -0.4979
0.7054 -1.4567 -0.5604
-0.5108 1.4928 -0.7750
0.7777 0.3119 0.6902
-0.6025 -0.0619 0.7728
0.4156 0.6437 0.8338
0.2802 0.5405 -0.7534
-0.6810 -0.5245 0.7689
-0.0321 1.0607 0.6843
0.4238 -0.5277 -0.7397
-0.7316 -0.8426 0.4415
-0.3632 0.6260 0.8802
-1.0017 -0.5933 0.0034
-0.3756 -1.0490 -0.5442
-1.2812 0.1882 -0.1201
0.5387 -0.9734 0.5193
0.6313 -0.2693 -1.1193
-0.7445 0.6558 0.3944
0.5376 -0.1602 0.8230
0.0770 -0.4510 0.3382
0.0347 0.8859 0.4717
-1.0909 -0.0153 -0.2212
-0.1946 0.8132 -0.8039
0.5247 0.4938 0.6693
0.4148 0.8450 -1.6934
-0.0753 -1.0421 -0.5945
0.7333 0.7664 0.0703
0.5198 -0.4747 -0.9165
0.1098 -1.1044 0.5495
-0.3227 1.0861 -0.6671
-1.1054 0.0804 0.3701
0.4864 -0.8391 0.2541
-1.2296 0.2362 -0.1297
0.9472 0.4636 0.3755
-0.5378 0.7728 -0.1044
0.3432 -0.9368 0.0881
-1.1622 0.0703 -0.3884
0.8558 -0.1954 0.7550
1.0810 0.5454 0.0461
0.5169 1.1331 -0.9090
-0.9945 0.2509 -0.6436
-0.5271 -0.2229 0.6753
0.0258 -0.0231 -0.1965
0.2164 -0.0793 -0.4564
-0.4134 -0.0522 0.5786
0.0244 -0.7870 0.1498
-0.0098 0.6614 0.0601
0.1097 0.1270 -0.0898
0.0520 0.0304 -0.0518
-0.0845 0.0712 -0.0236
0.0775 0.0763 -0.1958
-0.2911 -0.0539 -0.0288
0.4575 0.0670 0.0554
0.2883 -0.0950 0.5753
-0.7584 -0.1093 -0.4817
-0.4161 -0.1558 0.4682
0.1348 0.2437 -0.4326
0.1481 0.0294 -0.1090
0.0002 0.0546 0.0204
0.0436 0.0082 -0.0260
0.1929 0.0067 0.0437
0.0928 0.0057 -0.3000
-0.2069 0.0158 0.5383
0.5361 -0.1279 0.1796
-0.4031 0.1944 -0.5045
0.3164 -0.2493 -0.6105
-0.2769 0.1034 0.2421
-0.0459 0.0208 0.1712
0.0159 -0.0523 0.0177
-0.0219 0.0422 0.0529
0.0919 -0.0096 0.1979
0.2853 0.1504 0.1400
-0.2521 -0.1495 0.0155
-0.1918 -0.0302 -0.4969
0.4687 0.0353 0.4175
0.4367 0.4044 -0.1808
-0.3121 -0.2278 0.3632
-0.2058 -0.0868 0.0428
-0.0584 0.0109 -0.0303
-0.0968 -0.1901 0.0803
-0.1755 -0.0728 -0.1435
0.0688 0.1240 0.2544
-0.1206 -0.2036 -0.3970
0.2743 0.1517 -0.4323
-0.1417 -0.1013 0.6510
0.3412 0.4931 0.2324
-0.3633 -0.2975 0.0240
-0.0847 -0.1395 -0.1037
-0.0296 0.0867 -0.0295
-0.0120 -0.0543 -0.0204
0.0186 -0.0889 -0.1721
0.0145 0.2552 0.1763
-0.0154 -0.4552 -0.2231
-0.3745 -0.2164 -0.0657
0.2601 0.6322 0.0800
-0.4960 0.3268 0.2656
0.4983 -0.0625 -0.0410
0.1276 -0.1671 -0.0470
-0.0148 -0.0585 0.0173
0.0414 -0.0183 -0.0404
-0.0255 -0.1976 -0.0923
0.2583 0.1303 0.0892
-0.4310 -0.2132 -0.1750
-0.1239 0.0615 -0.4248
0.5974 0.1202 0.4366
0.3746 0.3441 -0.2478
-0.2116 -0.1833 0.3771
-0.1681 -0.1352 0.0154
-0.0430 0.0116 -0.0426
-0.0267 -0.0514 0.0185
-0.1591 -0.0798 -0.1260

Values from the calculation:
SMILES: C=CC(=O)OCCCCCC[C@@]1(N=C=O)OC(=O)[C@@](CCO)(COCCC)[C@@]1(F)CCCCn1cccc1.O=C1OCCO1.O=C1OCCO1.O=C1OCCO1.O=C1OCCO1.O=C1OCCO1.O=C1OCCO1.O=C1OCCO1

***

Record order is preserved below.
Gap between HOMO and LUMO: 8.5 7.3 8.0 eV
Record order is preserved below.
E_HOMO: -7.92 -3.53 -7.90 eV